{
  "formula": "C4H6NO",
  "method": "ωB97M-V/def2-TZVPD",
  "symbols": ["C", "C", "H", "H", "H", "H", "H", "C", "H", "N", "O", "C"],
  "xyz": [[-0.5740, 1.2863, 0.2930], [1.2722, -0.8800, 0.1530], [-2.2080, -0.5686, -0.3308], [-1.5186, 1.4526, 0.9234], [-0.8713, 1.8096, -0.6167], [1.0492, -1.8639, 0.5024], [0.1880, 1.7018, 0.9263], [2.3128, -0.2814, -0.3502], [-1.1511, -2.0113, -0.4700], [-0.3682, -0.0977, -0.0127], [3.1461, 0.4144, -0.7647], [-1.2771, -0.9617, -0.2529]],
  "atomic_forces_ev_per_a": [[-2.77, 1.15, 0.91], [-4.42, 0.92, 0.14], [-3.07, 0.94, 0.01], [1.12, -0.85, -0.67], [0.93, 0.28, -0.08], [0.41, -0.19, 0.09], [0.71, 0.15, -0.45], [1.17, 2.30, -0.97], [0.61, -0.02, 0.09], [3.83, -3.84, 0.45], [-0.98, -1.36, 0.60], [2.46, 0.50, -0.11]],
  "total_energy_ha": -285.61698,
  "charge": 1,
  "smiles": "C=[N+](C)C=C=O",
  "homo_lumo_gap_ev": 8.9,
  "homo_ev": -14.74,
  "e_above_lowest_kcal_mol": 66.0
}